No. 1
{
  "formula": "C33H69NO9S2",
  "method": "wB97M-V/def2-TZVPD",
  "species": ["C", "C", "C", "C", "C", "C", "C", "C", "C", "C", "C", "C", "C", "C", "C", "C", "C", "C", "C", "C", "C", "C", "C", "O", "C", "C", "C", "O", "N", "C", "O", "H", "H", "H", "H", "H", "H", "H", "H", "H", "H", "H", "H", "H", "H", "H", "H", "H", "H", "H", "H", "H", "H", "H", "H", "H", "H", "H", "H", "H", "H", "H", "H", "H", "H", "H", "H", "H", "H", "H", "H", "H", "H", "H", "H", "H", "H", "H", "H", "H", "H", "H", "H", "H", "C", "C", "O", "S", "C", "O", "O", "H", "H", "H", "H", "H", "H", "H", "H", "C", "C", "O", "S", "C", "O", "O", "H", "H", "H", "H", "H", "H", "H", "H"],
  "xyz": [[10.208, -3.000, 1.277], [10.054, -2.028, 0.092], [10.172, -2.778, -1.234], [10.289, -1.895, -2.479], [11.609, -1.125, -2.602], [11.631, 0.278, -1.976], [11.334, 1.419, -2.958], [9.833, 1.716, -3.094], [9.300, 2.630, -1.962], [8.062, 2.047, -1.266], [6.970, 3.087, -0.967], [5.927, 2.508, 0.008], [4.485, 2.883, -0.308], [3.546, 2.403, 0.813], [2.120, 2.911, 0.668], [1.474, 2.576, -0.687], [-0.058, 2.548, -0.546], [-0.805, 2.723, -1.866], [-2.227, 2.108, -1.821], [-2.341, 0.957, -2.823], [-3.754, 0.330, -2.997], [-3.786, -1.210, -2.931], [-4.780, -1.440, -1.778], [-4.898, -2.726, -1.251], [-4.440, -2.903, 0.071], [-5.568, -2.731, 1.109], [-4.970, -2.331, 2.468], [-6.555, -1.823, 0.660], [-4.577, -0.321, -0.834], [-4.653, 0.764, -1.817], [-5.312, 1.776, -1.695], [11.084, -3.622, 1.103], [10.417, -2.426, 2.179], [9.323, -3.614, 1.414], [9.088, -1.530, 0.150], [10.858, -1.302, 0.191], [9.253, -3.362, -1.341], [10.984, -3.504, -1.188], [9.430, -1.225, -2.488], [10.176, -2.544, -3.349], [12.403, -1.731, -2.164], [11.860, -1.020, -3.658], [10.953, 0.356, -1.125], [12.631, 0.451, -1.575], [11.758, 1.154, -3.927], [11.828, 2.336, -2.633], [9.616, 2.143, -4.072], [9.320, 0.758, -3.054], [10.108, 2.753, -1.244], [9.033, 3.590, -2.400], [7.604, 1.237, -1.835], [8.340, 1.632, -0.295], [6.513, 3.450, -1.885], [7.480, 3.901, -0.450], [6.159, 2.809, 1.028], [5.992, 1.418, -0.032], [4.165, 2.379, -1.222], [4.352, 3.957, -0.448], [3.595, 1.315, 0.863], [3.954, 2.805, 1.744], [1.502, 2.413, 1.422], [2.041, 3.978, 0.872], [1.789, 1.582, -0.999], [1.757, 3.341, -1.409], [-0.359, 3.303, 0.183], [-0.308, 1.586, -0.094], [-0.868, 3.771, -2.149], [-0.212, 2.211, -2.626], [-2.981, 2.870, -2.000], [-2.387, 1.748, -0.803], [-1.968, 1.319, -3.777], [-1.679, 0.160, -2.480], [-4.181, 0.683, -3.933], [-4.310, -1.572, -3.815], [-2.816, -1.694, -2.879], [-5.762, -1.234, -2.213], [-4.107, -3.941, 0.145], [-3.569, -2.294, 0.312], [-6.072, -3.685, 1.256], [-4.835, -3.212, 3.089], [-5.604, -1.613, 2.981], [-3.988, -1.869, 2.360], [-6.364, -0.962, 1.029], [-3.586, -0.279, -0.584], [-8.304, 0.786, -1.720], [-8.344, 1.617, -0.457], [-9.478, 2.517, -0.421], [-10.896, 1.911, -0.049], [-11.720, 3.440, 0.235], [-10.785, 1.189, 1.182], [-11.464, 1.283, -1.202], [-9.130, 0.075, -1.751], [-7.378, 0.227, -1.762], [-8.382, 1.421, -2.603], [-8.348, 0.986, 0.434], [-7.467, 2.256, -0.405], [-11.260, 3.933, 1.087], [-12.761, 3.209, 0.446], [-11.642, 4.050, -0.660], [-8.901, -5.305, 4.425], [-8.959, -3.815, 4.694], [-8.602, -3.486, 6.057], [-7.060, -3.489, 6.435], [-7.204, -2.641, 7.969], [-6.360, -2.672, 5.491], [-6.631, -4.830, 6.678], [-7.878, -5.676, 4.461], [-9.308, -5.518, 3.436], [-9.476, -5.853, 5.172], [-8.324, -3.258, 4.004], [-9.975, -3.448, 4.571], [-7.569, -1.635, 7.781], [-6.211, -2.610, 8.412], [-7.885, -3.193, 8.610]],
  "forces_ev_per_a": [[0.16, 0.69, -0.29], [0.51, -0.83, 0.26], [-0.63, 0.26, -0.06], [0.07, -0.33, 0.13], [-0.35, 0.15, 0.10], [0.49, 0.35, -0.05], [-0.33, -0.02, -0.09], [0.31, -0.13, 0.17], [-0.30, -0.91, -0.63], [-0.33, 0.55, 0.32], [0.49, -0.50, 0.81], [-0.19, 0.12, -0.69], [-0.41, -0.50, 0.46], [0.46, 0.98, -0.16], [-0.35, -0.96, -0.18], [-0.54, 0.51, 0.77], [0.47, 0.18, -0.04], [-0.27, -0.53, 0.34], [0.53, 0.25, -0.17], [-0.29, -0.06, 0.45], [-0.09, 0.51, 0.02], [-1.00, 0.11, -0.55], [-0.36, -0.03, -0.09], [0.77, 0.17, 0.05], [-0.29, -0.74, 0.17], [0.32, 0.52, 0.47], [0.22, -0.14, -0.31], [-0.32, -0.30, 0.05], [-0.23, 0.73, -0.04], [-0.29, 0.87, 0.03], [1.13, -1.57, -0.15], [-0.04, -0.25, 0.04], [-0.24, -0.12, 0.22], [-0.01, -0.17, 0.08], [0.02, 0.30, -0.04], [-0.07, 0.25, -0.11], [0.03, -0.18, -0.03], [0.22, 0.06, -0.04], [0.00, 0.15, -0.08], [-0.02, -0.02, -0.08], [0.04, -0.08, 0.05], [0.06, 0.00, -0.08], [-0.10, -0.08, 0.06], [0.05, -0.03, 0.09], [0.06, 0.05, -0.08], [0.15, 0.03, 0.00], [-0.02, 0.10, -0.05], [-0.19, -0.02, -0.11], [-0.04, 0.33, 0.16], [0.17, 0.24, 0.14], [0.11, -0.10, -0.16], [0.13, -0.23, -0.03], [-0.03, 0.11, -0.09], [-0.16, 0.41, -0.29], [0.09, -0.02, 0.10], [0.00, -0.10, 0.15], [0.15, 0.19, -0.27], [0.13, 0.12, -0.04], [-0.16, -0.12, 0.07], [-0.02, -0.23, 0.19], [0.05, 0.07, 0.20], [0.13, 0.14, -0.07], [0.26, 0.05, -0.34], [0.16, -0.20, -0.32], [-0.14, 0.11, -0.03], [-0.17, -0.08, -0.01], [0.17, 0.11, -0.01], [-0.04, 0.04, -0.22], [-0.10, 0.01, -0.11], [-0.22, -0.06, 0.07], [-0.02, -0.15, -0.19], [0.22, 0.02, -0.12], [-0.10, 0.16, 0.03], [0.39, -0.27, -0.20], [0.09, 0.00, 0.38], [-0.13, -0.01, 0.01], [0.13, -0.03, -0.10], [-0.03, 0.27, -0.10], [-0.16, -0.08, -0.32], [-0.08, 0.06, 0.25], [-0.20, -0.17, 0.18], [0.04, 0.10, -0.09], [0.19, 0.30, -0.11], [0.00, -0.30, 0.33], [-0.54, -0.02, -0.07], [0.51, -0.33, -0.06], [-0.13, 0.06, 0.04], [0.21, 0.38, -0.06], [0.00, 0.07, 0.02], [-0.05, -0.18, 0.01], [-0.10, -0.15, 0.04], [0.00, 0.00, 0.02], [0.14, -0.04, 0.08], [0.10, 0.03, 0.02], [-0.17, 0.04, 0.02], [-0.10, 0.16, 0.00], [0.01, -0.01, 0.00], [0.01, -0.06, -0.01], [0.00, -0.02, -0.02], [0.18, -0.05, 0.15], [-0.15, -0.17, -0.50], [0.04, 0.02, 0.13], [-0.40, 0.11, 0.15], [-0.03, 0.05, 0.03], [0.20, -0.05, -0.09], [0.16, -0.04, -0.06], [0.00, 0.01, -0.01], [-0.04, 0.06, 0.00], [-0.06, 0.01, -0.03], [0.08, 0.03, 0.11], [0.01, 0.08, 0.18], [-0.01, 0.00, -0.02], [0.03, -0.03, -0.04], [0.00, -0.03, -0.01]],
  "smiles": "CCCCCCCCCCCCCCCCCCCC[C@H]1C[C@@H](OC[C@@H](C)O)NC1=O.CCOS(C)(=O)=O.CCOS(C)(=O)=O",
  "e_tot_ev": -76926.489,
  "lumo_ev": 0.58,
  "charge": 0,
  "homo_lumo_gap_ev": 10.1
}



No. 2
{
  "formula": "C33H70Cl24N2PS",
  "method": "wB97M-V/def2-TZVPD",
  "species": ["C", "C", "C", "C", "N", "C", "P", "S", "C", "C", "C", "N", "C", "H", "H", "H", "H", "H", "H", "H", "H", "H", "H", "H", "H", "H", "H", "H", "H", "H", "H", "H", "H", "H", "H", "Cl", "C", "C", "Cl", "H", "H", "H", "H", "Cl", "C", "C", "Cl", "H", "H", "H", "H", "Cl", "C", "C", "Cl", "H", "H", "H", "H", "Cl", "C", "C", "Cl", "H", "H", "H", "H", "Cl", "C", "C", "Cl", "H", "H", "H", "H", "Cl", "C", "C", "Cl", "H", "H", "H", "H", "Cl", "C", "C", "Cl", "H", "H", "H", "H", "Cl", "C", "C", "Cl", "H", "H", "H", "H", "Cl", "C", "C", "Cl", "H", "H", "H", "H", "Cl", "C", "C", "Cl", "H", "H", "H", "H", "Cl", "C", "C", "Cl", "H", "H", "H", "H", "Cl", "C", "C", "Cl", "H", "H", "H", "H"],
  "xyz": [[-1.963, -0.921, 3.678], [-1.947, -0.417, 2.207], [-1.933, 1.115, 2.107], [-0.844, 1.772, 1.202], [0.231, 0.894, 0.744], [1.477, 0.895, 1.478], [2.553, -0.387, 0.665], [2.056, -2.239, 0.899], [1.352, 0.395, 2.929], [0.972, 1.431, 3.994], [1.426, 2.857, 3.684], [2.588, 2.848, 2.735], [2.241, 2.253, 1.397], [-2.119, -0.108, 4.395], [-2.751, -1.662, 3.838], [-1.027, -1.424, 3.948], [-2.869, -0.794, 1.765], [-1.096, -0.890, 1.713], [-1.890, 1.571, 3.104], [-2.897, 1.433, 1.696], [-1.337, 2.157, 0.304], [-0.446, 2.667, 1.705], [0.385, 0.971, -0.255], [3.760, 0.059, 1.225], [2.566, 0.051, -0.673], [0.674, -0.460, 2.933], [2.333, -0.014, 3.219], [1.461, 1.123, 4.924], [-0.100, 1.420, 4.209], [0.655, 3.513, 3.274], [1.782, 3.333, 4.603], [3.372, 2.341, 3.175], [2.915, 3.809, 2.604], [1.641, 2.991, 0.864], [3.194, 2.157, 0.859], [4.799, 2.784, 4.655], [6.310, 3.036, 3.712], [6.114, 2.706, 2.260], [5.845, 0.955, 1.999], [7.080, 2.424, 4.173], [6.573, 4.088, 3.813], [6.987, 2.988, 1.675], [5.257, 3.237, 1.853], [-8.492, 0.126, 1.117], [-7.287, -1.187, 1.006], [-6.358, -1.203, 2.191], [-5.287, 0.230, 2.214], [-6.740, -1.055, 0.077], [-7.838, -2.124, 0.959], [-5.715, -2.081, 2.141], [-6.904, -1.217, 3.131], [-7.662, -3.039, -1.773], [-8.494, -1.774, -2.727], [-9.992, -1.933, -2.703], [-10.518, -3.394, -3.576], [-8.098, -1.820, -3.736], [-8.220, -0.815, -2.288], [-10.449, -1.078, -3.198], [-10.371, -1.998, -1.685], [-6.269, -2.650, -8.310], [-5.262, -3.226, -6.958], [-5.911, -2.974, -5.623], [-6.015, -1.228, -5.237], [-4.298, -2.729, -7.031], [-5.123, -4.298, -7.088], [-5.324, -3.440, -4.833], [-6.923, -3.374, -5.595], [5.024, 5.665, 0.919], [6.292, 6.936, 0.881], [7.583, 6.437, 0.292], [8.385, 5.236, 1.345], [6.425, 7.292, 1.899], [5.902, 7.745, 0.267], [8.280, 7.265, 0.179], [7.432, 5.968, -0.678], [7.565, 0.905, -3.880], [8.541, 0.818, -2.394], [7.695, 0.987, -1.158], [7.036, 2.646, -1.029], [9.311, 1.583, -2.456], [9.014, -0.163, -2.373], [8.296, 0.812, -0.267], [6.853, 0.300, -1.156], [0.547, 5.368, 0.297], [-1.140, 5.879, 0.625], [-1.261, 6.561, 1.960], [-1.015, 5.429, 3.320], [-1.773, 4.996, 0.561], [-1.412, 6.572, -0.169], [-2.264, 6.970, 2.082], [-0.533, 7.362, 2.063], [-7.204, -6.322, -8.466], [-6.159, -7.751, -8.694], [-5.190, -7.941, -7.558], [-3.951, -6.651, -7.511], [-5.643, -7.632, -9.643], [-6.813, -8.620, -8.751], [-4.663, -8.885, -7.679], [-5.699, -7.943, -6.598], [11.468, 5.522, -3.028], [12.503, 5.593, -1.579], [11.698, 5.854, -0.332], [11.012, 7.504, -0.311], [13.252, 6.364, -1.740], [13.000, 4.628, -1.491], [12.334, 5.767, 0.547], [10.872, 5.153, -0.243], [-4.462, 5.973, 4.050], [-4.132, 4.332, 4.670], [-5.341, 3.731, 5.343], [-5.744, 4.576, 6.856], [-3.297, 4.407, 5.363], [-3.837, 3.720, 3.818], [-5.132, 2.693, 5.599], [-6.214, 3.767, 4.696], [-4.811, -11.702, -8.036], [-3.786, -12.255, -6.682], [-4.387, -11.920, -5.342], [-4.396, -10.164, -5.027], [-2.806, -11.800, -6.803], [-3.693, -13.335, -6.777], [-3.794, -12.382, -4.553], [-5.412, -12.274, -5.268], [1.762, -5.364, 2.278], [2.739, -5.264, 3.761], [1.919, -4.837, 4.952], [1.366, -3.142, 4.813], [3.549, -4.562, 3.574], [3.159, -6.253, 3.940], [2.524, -4.898, 5.856], [1.036, -5.460, 5.071]],
  "forces_ev_per_a": [[0.16, -0.13, -0.04], [-0.13, -0.35, 0.95], [0.07, 0.21, -0.35], [-0.23, -0.02, -0.19], [0.02, 0.22, 0.17], [0.10, 0.01, -0.15], [-0.66, -0.61, 0.15], [0.22, 0.30, 0.01], [0.28, 0.04, -0.02], [-0.04, -0.09, 0.25], [0.06, 0.18, 0.51], [-0.58, -0.23, -0.40], [0.12, 0.06, -0.21], [-0.08, -0.11, -0.08], [0.05, 0.14, 0.01], [-0.10, 0.12, -0.01], [0.27, 0.07, -0.33], [-0.17, 0.26, -0.26], [0.06, -0.16, -0.10], [0.11, 0.05, 0.11], [0.08, -0.10, 0.06], [-0.04, -0.12, -0.06], [-0.05, 0.04, 0.15], [0.05, -0.19, -0.33], [0.22, 0.27, 0.01], [0.10, 0.12, 0.05], [-0.15, 0.01, -0.07], [-0.15, 0.00, -0.08], [0.16, 0.11, -0.17], [0.19, -0.26, -0.19], [-0.01, 0.05, -0.18], [-0.20, 0.12, -0.17], [0.01, -0.12, 0.02], [-0.05, -0.06, 0.15], [-0.13, 0.02, 0.07], [0.48, 0.02, 0.54], [0.19, 0.06, -0.07], [-0.04, -0.10, -0.01], [0.18, 0.12, 0.19], [-0.06, -0.03, 0.03], [-0.05, -0.01, 0.01], [-0.05, -0.01, 0.08], [0.12, -0.07, -0.07], [0.00, -0.01, -0.03], [0.02, 0.03, 0.06], [-0.04, -0.07, 0.04], [-0.15, 0.05, 0.08], [-0.01, 0.00, 0.03], [0.02, 0.03, 0.02], [0.02, 0.03, -0.04], [0.00, 0.05, -0.02], [0.00, -0.11, -0.15], [-0.02, 0.11, 0.03], [-0.02, 0.01, 0.03], [0.00, 0.00, 0.01], [-0.04, -0.02, 0.02], [-0.02, -0.01, 0.02], [0.01, -0.02, -0.02], [0.01, -0.02, -0.01], [0.00, 0.03, -0.01], [0.03, -0.04, 0.00], [-0.04, -0.09, 0.06], [0.08, 0.02, -0.04], [-0.03, 0.02, 0.01], [-0.06, 0.05, -0.03], [0.01, 0.03, -0.01], [0.00, 0.03, -0.02], [-0.06, 0.06, -0.03], [0.08, 0.15, 0.02], [-0.03, -0.02, -0.11], [0.04, 0.07, 0.07], [-0.02, -0.05, 0.00], [-0.03, -0.04, -0.01], [0.00, -0.01, 0.03], [-0.01, -0.03, 0.03], [0.00, 0.01, 0.00], [0.03, -0.01, -0.01], [0.05, -0.09, 0.02], [-0.06, 0.02, -0.04], [-0.02, 0.00, -0.01], [-0.02, 0.00, 0.00], [0.01, 0.04, -0.02], [-0.02, 0.04, -0.02], [0.01, -0.03, 0.00], [-0.07, 0.00, 0.01], [-0.08, 0.13, 0.00], [0.06, 0.00, 0.00], [0.05, -0.01, 0.02], [0.03, 0.01, 0.01], [-0.02, -0.06, -0.01], [0.01, -0.03, 0.04], [0.05, 0.02, 0.03], [-0.03, -0.07, -0.06], [-0.04, -0.01, -0.01], [0.04, -0.05, 0.02], [0.00, 0.03, 0.02], [0.00, 0.01, 0.02], [0.00, 0.04, -0.01], [0.01, 0.03, -0.02], [-0.01, -0.01, 0.00], [0.03, -0.01, 0.01], [0.02, -0.07, 0.06], [-0.01, 0.01, 0.00], [-0.04, 0.01, -0.02], [-0.01, 0.01, 0.00], [0.02, 0.02, -0.03], [-0.01, 0.04, -0.01], [-0.02, 0.03, -0.05], [0.03, -0.08, 0.01], [-0.02, -0.06, -0.04], [-0.01, 0.00, 0.01], [-0.01, 0.04, -0.01], [-0.04, 0.01, 0.01], [0.01, 0.02, -0.01], [0.02, 0.02, 0.02], [0.00, 0.00, -0.01], [0.05, -0.04, 0.01], [-0.03, -0.06, 0.06], [0.02, -0.04, 0.04], [-0.03, 0.02, -0.01], [-0.02, 0.01, -0.01], [0.01, 0.02, -0.02], [0.00, 0.03, -0.02], [-0.04, -0.11, 0.01], [0.05, 0.08, 0.00], [0.02, -0.05, 0.04], [0.00, 0.00, 0.01], [-0.02, 0.00, -0.02], [-0.04, 0.00, 0.02], [0.00, 0.02, -0.02], [-0.01, 0.04, -0.03]],
  "e_tot_ev": -358996.476,
  "lumo_ev": -1.99,
  "charge": 1,
  "homo_lumo_gap_ev": 8.9,
  "de_lowest_ev": 0.000
}



HOMO energy / eV: -9.51; -10.84